# 1
47
Properties=species:S:1:pos:R:3 method="wB97M-V/def2-TZVPD" homo_lumo_gap_ev=5.593 homo_ev=-1.0698 max_force_ha_per_bohr=0.0147 energy_ha=-6222.719828 total_charge=-2
Te -3.122 0.443 -1.590
As 0.905 2.558 -1.576
Cu -1.316 0.224 0.238
S -0.241 3.110 0.103
P -0.666 -1.727 2.012
P 1.536 -0.778 0.318
O 2.834 -1.341 -0.111
O 0.629 -0.147 -0.710
O -0.867 -0.240 2.214
O 1.821 0.289 1.490
O 0.661 -1.913 1.105
O -1.741 -2.621 1.534
O -0.139 -2.268 3.455
C -6.979 1.181 0.367
C -5.280 2.739 -0.571
C -7.454 -0.066 0.729
C 0.138 1.521 -3.005
C -4.933 0.230 -0.507
C -5.385 -1.043 -0.100
C 2.719 1.961 -1.302
C -5.732 1.346 -0.236
C -8.814 -0.237 1.353
C -6.634 -1.163 0.497
C -4.551 -2.272 -0.274
C 1.278 4.203 -2.535
H -5.928 3.471 -0.084
H 0.330 4.704 -2.724
H 2.771 0.916 -1.020
H -3.555 -2.154 0.155
H -7.584 2.062 0.565
H -0.165 0.549 -2.634
H 1.893 4.836 -1.895
H 0.922 1.425 -3.759
H 3.120 2.589 -0.503
H -8.756 -0.752 2.316
H -9.290 0.731 1.524
H -5.293 2.918 -1.648
H -6.968 -2.151 0.804
H -4.246 2.901 -0.263
H -4.398 -2.497 -1.332
H 3.256 2.135 -2.236
H -0.709 2.084 -3.394
H 1.792 3.994 -3.474
H 0.984 0.574 1.900
H -0.183 -3.230 3.447
H -9.482 -0.825 0.717
H -5.035 -3.125 0.205

***

# 2
17
Properties=species:S:1:pos:R:3 method="wB97M-V/def2-TZVPD" homo_lumo_gap_ev=8.516 homo_ev=-8.3429 max_force_ha_per_bohr=0.0306 smiles="CNCC(N)=O.O" e_above_lowest_kcal_mol=26.4 energy_ha=-380.294553
O 0.805 -1.027 2.047
O -1.367 -0.019 -2.523
N -0.326 -1.634 0.172
N 0.350 1.297 -0.363
C 1.234 0.231 0.052
C 0.574 -0.878 0.859
C -0.475 1.894 0.680
H -0.172 1.106 -1.203
H -0.294 2.956 0.805
H -1.508 1.550 0.590
H -0.633 -1.236 -0.701
H -2.337 -0.051 -2.501
H 1.579 -0.232 -0.865
H -0.827 -2.417 0.548
H 2.109 0.620 0.557
H -1.166 -0.780 -3.097
H -0.203 1.445 1.645

***

# 3
8
Properties=species:S:1:pos:R:3 method="wB97M-V/def2-TZVPD" homo_lumo_gap_ev="8.573 / 8.024" multiplicity=3 s2=2.02 homo_ev="-7.1356 / -9.8664" max_force_ha_per_bohr=0.0978 e_above_lowest_kcal_mol=15.8 energy_ha=-187.941712
N -0.978 -0.511 -0.060
N -1.988 0.204 0.049
C 1.460 -0.193 -0.034
C 0.228 0.306 -0.016
H -2.703 -0.360 -0.267
H 2.299 0.392 0.166
H 1.731 -1.180 -0.029
H -0.050 1.343 0.190

***

# 4
22
Properties=species:S:1:pos:R:3 method="wB97M-V/def2-TZVPD" homo_lumo_gap_ev="8.448 / 5.627" multiplicity=3 s2=2.03 homo_ev="-14.9946 / -14.9931" max_force_ha_per_bohr=0.0696 energy_ha=-2520.320568 total_charge=+2
Cu 4.221 1.228 1.099
Cl 2.132 -0.059 0.358
N 0.008 -0.443 -4.711
N -1.444 -0.640 5.069
C 1.918 0.535 -4.227
C -0.126 0.007 -3.427
C -2.515 -0.024 4.477
C -2.189 0.282 3.183
C -0.358 -0.582 4.230
C 1.300 -0.228 -5.195
C 1.043 0.661 -3.127
C -0.832 -0.019 2.997
H 1.608 -0.594 -6.163
H -3.442 0.080 5.022
H 1.340 1.103 -2.187
H -0.215 0.095 2.118
H -1.509 -1.077 5.978
H -2.770 0.575 2.321
H 2.933 0.903 -4.221
H 0.639 -0.868 4.533
H -1.051 -0.008 -2.870
H -0.694 -0.926 -5.254

***

# 5
17
Properties=species:S:1:pos:R:3 method="wB97M-V/def2-TZVPD" homo_lumo_gap_ev=10.737 homo_ev=-14.4757 max_force_ha_per_bohr=0.1232 e_above_lowest_kcal_mol=62.6 energy_ha=-359.540088 total_charge=+1
O -1.507 0.896 -2.199
N -2.179 0.838 1.121
N 1.258 -2.092 -0.579
N -0.249 -0.561 0.994
C -1.130 0.340 0.566
C -0.818 0.861 -1.145
C 0.612 1.246 -1.058
H 0.965 1.635 -2.053
H -2.698 1.443 0.556
H -0.290 -0.903 1.893
H -2.449 0.750 2.047
H 0.774 1.953 -0.312
H 0.710 -2.882 -0.418
H 2.163 -2.221 -0.258
H 1.142 0.390 -0.714
H 1.410 -1.986 -1.634
H 0.382 -1.097 0.360

***

# 6
43
Properties=species:S:1:pos:R:3 method="wB97M-V/def2-TZVPD" homo_lumo_gap_ev="6.337 / 6.366" multiplicity=2 s2=0.76 homo_ev="-4.2927 / -4.3210" max_force_ha_per_bohr=0.0231 e_above_lowest_kcal_mol=0.9 energy_ha=-5918.958742 total_charge=-1
As -3.331 -2.034 1.054
Ti -1.203 -0.983 -0.135
S -2.052 -3.231 -0.295
S 3.136 -1.727 -1.314
S -5.106 -2.883 1.726
S -3.496 -0.203 -0.211
S -1.793 -1.336 2.446
N 0.949 -1.293 -0.056
N -0.517 1.321 -0.243
C 3.218 -1.653 0.411
C 0.598 -1.310 -2.453
C 1.949 -1.423 0.929
C -1.949 4.354 2.310
C -1.663 3.449 0.102
C 0.319 -1.347 -4.825
C -1.020 -0.987 -4.623
C 4.332 -1.792 1.239
C -0.736 -0.976 -2.195
C -0.987 2.360 0.629
C -2.149 4.443 0.940
C 1.135 -1.515 -3.729
C 4.134 -1.696 2.602
C -1.531 -0.817 -3.353
C 1.751 -1.343 2.304
C 1.440 -1.437 -1.250
C -0.807 2.250 1.999
C -1.277 3.254 2.831
C 2.852 -1.478 3.127
H -0.353 1.358 2.409
H -2.580 -0.577 -3.224
H 5.319 -1.971 0.831
H -1.825 3.509 -0.969
H 4.978 -1.800 3.273
H -2.330 5.124 2.968
H 0.490 1.222 -0.172
H -0.737 1.530 -1.208
H -1.145 3.154 3.901
H 2.715 -1.425 4.199
H 0.707 -1.498 -5.825
H -2.687 5.283 0.519
H 2.172 -1.802 -3.874
H 0.747 -1.215 2.688
H -1.667 -0.860 -5.485

***

# 7
20
Properties=species:S:1:pos:R:3 method="wB97M-V/def2-TZVPD" homo_lumo_gap_ev=4.335 homo_ev=-7.5246 max_force_ha_per_bohr=0.0627 e_above_lowest_kcal_mol=184.3 energy_ha=-324.181291
N 3.330 -0.204 1.244
N 2.151 0.050 -1.243
N -1.243 0.956 0.301
C -2.866 -1.122 0.554
C 1.197 0.610 -0.311
C -0.252 0.665 -0.714
C -2.528 0.436 -0.024
H -0.405 -0.345 -1.070
H 1.249 -0.171 0.514
H -3.952 -1.530 0.454
H 2.093 0.333 -2.177
H 3.009 -0.355 0.255
H -3.320 1.109 0.466
H 1.584 1.551 0.240
H 4.128 0.317 1.070
H -2.236 -1.774 -0.017
H -2.764 0.353 -1.119
H -2.542 -1.141 1.530
H -0.330 1.362 -1.703
H 3.698 -1.102 1.752

***

# 8
9
Properties=species:S:1:pos:R:3 method="wB97M-V/def2-TZVPD" homo_lumo_gap_ev=10.207 homo_ev=-9.7769 max_force_ha_per_bohr=0.0304 smiles="O=CO.N" e_above_lowest_kcal_mol=15.0 energy_ha=-246.333030
O 0.961 -0.377 0.502
O 1.163 -2.479 -0.209
N -0.637 1.354 -0.452
C 0.702 -1.676 0.529
H -1.271 1.093 -1.181
H -1.153 1.873 0.252
H 0.096 1.918 -0.831
H -0.057 -1.979 1.287
H 0.195 0.273 0.103

***

# 9
71
Properties=species:S:1:pos:R:3 method="wB97M-V/def2-TZVPD" homo_lumo_gap_ev=1.530 homo_ev=-10.2291 max_force_ha_per_bohr=0.0500 energy_ha=-7797.915091
Tl -1.070 -0.357 -0.489
As -4.890 4.183 2.330
As 5.602 -0.288 -1.328
S 1.498 -5.667 1.575
F -4.090 4.126 3.972
F 7.370 -0.028 -1.596
F -0.643 -7.225 1.347
F 5.584 0.859 0.093
F 5.844 -1.685 -0.247
F 1.188 -8.314 1.374
F -5.501 2.509 2.582
F 3.771 -0.422 -1.183
F 5.323 1.029 -2.485
F 0.653 -7.287 -0.454
F -3.326 3.491 1.600
F -4.247 5.873 2.200
F -6.387 4.864 2.997
F 5.619 -1.482 -2.675
F -5.486 4.219 0.666
O 1.788 4.011 -0.645
O 0.922 -4.574 0.807
O -4.631 -3.804 1.020
O 2.897 -5.824 1.303
O 1.160 -5.511 2.977
O 0.206 -0.443 -5.324
O 1.584 0.847 3.510
N -0.178 -0.445 -7.566
N 3.289 5.205 -1.705
N -5.423 -5.576 1.979
N 2.183 1.987 5.331
C -6.965 -3.592 1.626
C 2.276 0.912 4.508
C -6.442 -6.438 2.531
C 0.597 -7.230 0.892
C 1.318 3.127 5.045
C -1.578 -0.759 -7.585
C 4.030 6.452 -1.882
C 2.091 0.033 -6.738
C -5.622 -4.324 1.558
C 0.631 -0.331 -6.490
C 3.225 -0.169 4.906
C 2.235 5.091 -0.938
C 1.572 6.352 -0.483
H 4.900 6.200 -2.488
H -6.997 -2.942 2.500
H -2.143 0.035 -8.072
H -6.040 -7.429 2.738
H 2.147 6.773 0.342
H -7.817 -4.270 1.646
H 0.400 3.086 5.632
H 3.406 7.174 -2.409
H 1.874 4.040 5.259
H 3.846 -0.635 4.141
H 0.546 6.217 -0.141
H 2.684 1.976 6.208
H -1.736 -1.716 -8.082
H -7.127 -3.000 0.725
H 1.012 3.182 4.000
H 3.912 0.178 5.678
H 2.610 -0.931 5.385
H 2.582 -0.754 -6.165
H 2.435 -0.122 -7.760
H 1.445 7.147 -1.218
H 2.313 1.031 -6.358
H 3.730 4.308 -1.849
H 0.123 -0.196 -8.498
H -4.505 -5.997 1.942
H -7.296 -6.620 1.879
H -6.679 -6.193 3.566
H 4.387 6.863 -0.938
H -1.990 -0.800 -6.577

***

# 10
13
Properties=species:S:1:pos:R:3 method="wB97M-V/def2-TZVPD" homo_lumo_gap_ev="5.877 / 8.225" multiplicity=3 s2=2.02 homo_ev="-10.9198 / -16.2648" max_force_ha_per_bohr=0.1359 e_above_lowest_kcal_mol=59.6 energy_ha=-265.629597 total_charge=+1
N 1.174 0.544 0.425
N -1.085 0.400 0.071
C 0.129 -1.663 0.086
C -2.222 0.628 -0.218
C 2.098 1.317 0.077
C 0.052 -0.080 0.040
H 2.793 1.588 0.825
H 0.758 -1.902 0.925
H -2.960 0.805 0.547
H 0.681 -2.071 -0.899
H -0.871 -1.944 0.185
H 2.061 1.922 -0.783
H -2.610 0.455 -1.280

***

# 11
122
Properties=species:S:1:pos:R:3 method="wB97M-V/def2-TZVPD" homo_lumo_gap_ev=3.984 homo_ev=-11.3225 max_force_ha_per_bohr=0.1335 e_above_lowest_kcal_mol=0.0 energy_ha=-4025.074879 total_charge=+1
Hg -16.308 22.570 -15.334
O -16.702 24.299 -27.882
O -15.572 28.236 -17.879
O -24.345 24.190 -25.293
O -18.460 23.533 -16.048
O -17.676 21.630 -23.991
O -21.733 26.975 -18.707
O -16.897 20.656 -16.439
O -20.502 24.377 -15.519
O -17.929 24.140 -21.578
O -16.991 21.972 -21.810
O -15.971 22.964 -17.705
O -23.475 25.076 -23.351
O -20.516 27.098 -20.672
O -13.868 23.943 -19.515
O -10.904 28.616 -19.572
O -20.159 20.496 -19.482
O -19.112 25.572 -16.830
O -18.364 25.881 -28.099
O -22.989 23.023 -24.127
O -17.230 22.913 -19.542
O -16.004 30.085 -16.683
O -18.101 18.913 -17.279
O -11.872 22.355 -16.635
O -14.021 22.446 -15.885
O -21.099 18.525 -19.344
O -21.901 19.927 -20.903
O -15.633 23.799 -20.975
O -13.523 21.045 -17.435
O -16.541 25.779 -29.435
O -11.212 26.618 -19.195
O -19.054 24.186 -23.651
O -19.849 28.297 -18.975
O -14.039 29.759 -17.761
O -16.669 19.942 -18.635
O -9.074 27.320 -19.279
C -15.052 23.655 -19.848
C -18.853 18.707 -16.136
C -13.533 31.064 -17.307
C -13.210 22.053 -16.650
C -17.141 19.855 -17.373
C -18.118 25.786 -17.795
C -10.820 25.220 -19.080
C -20.125 21.734 -20.127
C -15.274 29.380 -17.339
C -14.505 27.296 -18.277
C -21.029 19.653 -20.067
C -23.604 24.163 -24.152
C -17.277 25.436 -28.425
C -12.598 20.303 -18.270
C -16.110 23.130 -18.903
C -11.290 23.200 -15.621
C -25.330 25.187 -25.635
C -17.629 22.285 -22.967
C -21.559 25.314 -15.682
C -10.165 29.930 -19.615
C -22.037 17.474 -19.438
C -22.077 22.828 -23.102
C -17.345 23.513 -26.850
C -20.936 25.854 -21.343
C -20.793 27.362 -19.397
C -10.297 27.552 -19.376
C -18.328 23.667 -22.800
C -19.256 24.474 -16.048
C -16.681 27.058 -30.063
C -16.942 18.983 -19.607
C -20.037 28.913 -17.723
B -16.980 23.178 -21.006
H -9.096 29.761 -19.743
H -20.912 22.223 -20.700
H -16.617 19.565 -20.469
H -14.071 31.889 -17.773
H -18.401 23.529 -27.119
H -10.344 30.481 -20.538
H -25.721 25.014 -26.637
H -17.101 26.009 -17.474
H -22.001 25.644 -21.239
H -15.014 26.408 -18.651
H -20.298 25.112 -20.863
H -22.345 23.396 -22.212
H -19.823 22.484 -19.396
H -23.071 17.761 -19.629
H -20.743 25.818 -22.416
H -22.017 16.962 -18.475
H -26.070 25.147 -24.836
H -19.644 28.168 -17.030
H -21.071 23.066 -23.449
H -13.137 19.529 -18.817
H -19.086 19.656 -15.652
H -21.088 29.088 -17.493
H -16.858 27.913 -29.412
H -11.495 22.871 -14.602
H -24.834 26.152 -25.736
H -17.512 27.097 -30.767
H -19.232 21.740 -20.752
H -13.958 27.034 -17.371
H -19.436 29.816 -17.825
H -13.707 31.175 -16.237
H -21.428 26.307 -15.252
H -10.209 23.263 -15.745
H -12.190 21.050 -18.952
H -11.335 24.604 -19.817
H -22.511 24.868 -15.393
H -11.849 19.743 -17.711
H -11.739 24.179 -15.793
H -9.758 24.975 -19.090
H -16.951 22.500 -26.941
H -10.313 30.562 -18.739
H -15.780 27.206 -30.659
H -21.943 21.777 -22.844
H -18.007 18.783 -19.722
H -12.454 31.100 -17.458
H -18.337 26.630 -18.450
H -21.789 16.715 -20.181
H -19.806 18.352 -16.529
H -16.301 18.115 -19.453
H -11.285 24.828 -18.175
H -18.452 18.093 -15.330
H -13.812 27.562 -19.076
H -17.972 24.984 -18.519
H -17.197 23.888 -25.837
H -21.804 25.484 -16.730

***

# 12
58
Properties=species:S:1:pos:R:3 method="wB97M-V/def2-TZVPD" homo_lumo_gap_ev="7.146 / 6.613" multiplicity=3 s2=2.03 homo_ev="-7.0054 / -7.7173" max_force_ha_per_bohr=0.0575 e_above_lowest_kcal_mol=0.0 energy_ha=-1863.015456
Au 8.030 8.460 6.340
Si 11.139 7.139 6.460
Si 6.949 11.769 6.525
O 8.027 8.938 8.954
O 6.630 4.528 6.741
O 10.181 9.381 9.567
O 7.909 6.332 6.268
N 7.162 8.345 11.258
N 10.165 8.610 6.365
N 8.227 10.554 6.404
N 5.784 7.953 6.297
C 8.582 8.744 11.285
C 11.290 12.605 6.659
C 9.040 9.049 9.868
C 5.647 6.693 7.036
C 7.102 12.723 8.158
C 9.526 10.926 6.474
C 10.562 9.887 6.465
C 9.945 12.265 6.548
C 10.762 6.159 4.880
C 5.198 11.064 6.576
C 11.908 10.273 6.556
C 6.768 5.759 6.667
C 10.616 6.264 8.053
C 6.972 12.866 4.966
C 12.269 11.615 6.663
C 13.041 7.250 6.561
H 9.252 7.973 11.693
H 9.207 13.060 6.517
H 7.018 12.250 4.063
H 13.320 11.875 6.744
H 5.192 8.710 6.620
H 6.592 8.863 11.920
H 8.757 9.655 11.884
H 11.032 6.736 3.988
H 7.819 13.556 4.922
H 13.512 7.729 5.687
H 7.039 7.365 11.500
H 4.924 10.504 5.683
H 6.190 13.299 8.330
H 11.121 5.297 8.117
H 4.676 6.210 6.873
H 9.703 5.899 4.853
H 11.362 5.243 4.857
H 13.404 7.750 7.458
H 5.571 7.838 5.307
H 13.402 6.220 6.604
H 5.005 10.482 7.482
H 4.521 11.930 6.603
H 9.537 6.102 8.062
H 7.268 8.659 9.564
H 12.644 9.489 6.537
H 5.705 6.921 8.110
H 7.217 12.023 8.992
H 6.053 13.464 4.920
H 7.948 13.412 8.187
H 11.560 13.654 6.726
H 10.908 6.848 8.931

***

# 13
11
Properties=species:S:1:pos:R:3 method="wB97M-V/def2-TZVPD" homo_lumo_gap_ev=11.424 homo_ev=-15.6410 max_force_ha_per_bohr=0.0429 smiles="CNC=[NH2+]" e_above_lowest_kcal_mol=10.5 energy_ha=-189.663699 total_charge=+1
N 0.146 -0.700 -1.651
N 0.155 -0.187 0.569
C -0.210 0.101 -0.663
C -0.126 0.698 1.681
H -0.400 1.682 1.333
H -0.992 0.792 -0.936
H 0.639 -1.047 0.801
H 0.876 0.914 2.107
H 0.981 -1.259 -1.490
H 0.082 -0.460 -2.631
H -0.799 0.368 2.483